No. 1
A molecular structure, C18H20N4O7RuS2, computed with wB97M-V/def2-TZVPD.

Values from the calculation:
2S+1 = 6
Net charge = -1
Frontier orbital gap (spin up / spin down) = 6.57 / 6.49 eV
E = -63538.2146 eV

Cartesian coordinates (Å):
Ru: 0.635 0.361 0.677
O: -1.932 -1.060 -2.447
C: -0.888 -1.573 -1.801
O: 0.253 -1.221 -1.974
C: -1.269 -2.641 -0.791
O: -0.384 -2.667 0.293
C: 0.858 -3.311 0.080
C: 2.091 -2.403 0.019
O: 3.121 -2.938 -0.362
O: 1.999 -1.193 0.448
H: -1.641 -0.161 -2.774
H: -1.315 -3.610 -1.306
H: -2.257 -2.410 -0.399
H: 0.850 -3.909 -0.833
H: 1.016 -3.986 0.926
S: 0.727 -0.075 3.051
C: -0.032 1.284 3.844
C: -0.375 1.162 5.198
C: -0.961 2.195 5.901
C: -1.215 3.402 5.247
C: -0.878 3.541 3.916
C: -0.285 2.499 3.180
S: 0.103 2.747 1.500
H: -0.166 0.219 5.690
H: -1.216 2.068 6.946
H: -1.671 4.230 5.778
H: -1.062 4.479 3.404
C: -3.425 2.751 1.592
N: -3.043 2.138 0.328
C: -3.427 2.773 -0.924
C: -2.315 1.060 0.330
N: -1.695 0.076 0.364
H: -4.507 2.682 1.736
H: -3.117 3.798 1.587
H: -2.909 2.256 2.410
H: -4.505 2.688 -1.080
H: -2.884 2.308 -1.744
H: -3.154 3.830 -0.882
C: 3.985 3.028 -1.924
N: 2.600 2.700 -2.210
C: 1.992 3.026 -3.387
C: 0.735 2.644 -3.653
C: 0.007 1.856 -2.666
O: -1.149 1.449 -2.919
N: 0.626 1.604 -1.491
C: 1.904 1.949 -1.277
O: 2.486 1.596 -0.241
H: 4.348 3.706 -2.694
H: 4.596 2.127 -1.905
H: 4.057 3.505 -0.948
H: 2.593 3.602 -4.079
H: 0.253 2.889 -4.587

No. 2
A molecular structure, C18H20O5V in a non-equilibrium geometry, computed with wB97M-V/def2-TZVPD.

Values from the calculation:
Net charge = +1
Frontier orbital gap (spin up / spin down) = 7.84 / 7.55 eV
E = -54908.2677 eV

Cartesian coordinates (Å):
V: -1.441 0.222 0.199
O: -2.188 -1.396 2.977
C: -1.338 -1.271 2.153
O: -0.745 -0.081 1.854
C: -0.849 -2.408 1.243
C: 0.420 -2.005 0.486
C: 1.041 -3.183 -0.251
C: 0.101 -3.355 -1.468
C: -0.976 -2.327 -1.176
O: -0.189 -1.209 -0.613
C: -1.832 -2.735 0.044
C: -3.133 -1.943 0.044
O: -4.215 -2.339 0.298
O: -2.903 -0.629 -0.337
H: -0.737 -3.290 1.870
H: 1.104 -1.361 1.028
H: 1.071 -4.061 0.392
H: 2.061 -2.957 -0.554
H: -0.314 -4.356 -1.561
H: 0.607 -3.109 -2.399
H: -1.535 -1.962 -2.031
H: -2.084 -3.792 0.041
C: 0.457 2.228 -2.377
C: -0.046 2.545 -0.949
C: -0.320 4.057 -0.866
C: -1.281 1.739 -0.812
C: 0.915 2.065 0.148
C: 2.007 1.238 -0.116
C: 2.832 0.807 0.914
C: 2.580 1.194 2.223
C: 1.501 2.020 2.497
C: 0.677 2.451 1.470
H: -0.272 2.562 -3.114
H: 0.633 1.163 -2.524
H: 1.389 2.769 -2.550
H: -1.005 4.361 -1.658
H: 0.618 4.596 -0.992
H: -0.752 4.345 0.090
H: -2.157 1.984 -1.426
H: 2.238 0.938 -1.129
H: 3.688 0.183 0.688
H: 3.232 0.867 3.022
H: 1.298 2.334 3.512
H: -0.158 3.100 1.705

No. 3
A molecular structure, C18H21AlBr2ClF2N2O9P2 in a non-equilibrium geometry, computed with wB97M-V/def2-TZVPD.

Values from the calculation:
Net charge = +3
Frontier orbital gap = 3.02 eV
E = -223598.6105 eV

Cartesian coordinates (Å):
C: 2.943 -3.103 1.154
O: 1.794 -2.968 0.297
C: 2.067 -2.358 -0.911
C: 0.782 -1.685 -1.409
C: 0.062 -0.933 -0.271
O: -0.501 0.228 -0.848
C: -1.193 1.166 -0.004
Cl: -0.378 1.281 1.577
C: -2.686 0.808 0.169
O: -2.977 0.158 1.388
C: -4.171 0.504 2.032
C: -5.400 0.018 1.367
O: -4.084 1.109 3.046
C: -1.157 2.494 -0.725
C: 0.140 2.898 -1.366
O: 0.222 2.871 -2.576
C: 1.300 3.361 -0.560
C: 2.537 3.278 -1.142
C: 3.679 3.726 -0.444
C: 3.549 4.282 0.830
C: 2.320 4.406 1.384
C: 1.167 3.946 0.696
C: -1.016 -1.816 0.395
O: -2.046 -1.975 -0.154
N: -0.729 -2.485 1.651
C: -0.312 -1.737 2.746
O: -0.992 -1.292 3.615
F: 0.995 -1.543 2.777
N: -0.104 -2.511 -2.202
F: 0.550 -2.495 -3.478
P: -0.339 -4.346 -1.796
O: 0.199 -4.994 -3.116
Br: -2.483 -4.533 -2.013
P: 1.437 -0.427 -2.746
O: 2.344 0.652 -2.125
Br: 0.059 0.551 -3.974
H: 3.313 -2.124 1.447
H: 2.619 -3.636 2.036
H: 3.722 -3.669 0.654
H: 2.863 -1.614 -0.784
H: 2.424 -3.048 -1.684
H: 0.821 -0.673 0.461
H: -3.241 1.735 0.087
H: -2.940 0.137 -0.644
H: -5.604 0.629 0.491
H: -5.276 -1.004 1.026
H: -6.231 0.102 2.053
H: -1.492 3.257 -0.029
H: -1.890 2.446 -1.526
H: 2.625 2.906 -2.146
H: 4.646 3.645 -0.913
H: 4.409 4.631 1.374
H: 2.211 4.857 2.356
H: 0.194 4.071 1.141
H: -0.122 -3.289 1.498
H: -0.329 -4.877 -3.922
H: 2.531 0.623 -1.166
Al: -2.830 -1.640 4.927

No. 4
A molecular structure, C18H21AsF6N4O9P2RuS in a non-equilibrium geometry, computed with wB97M-V/def2-TZVPD.

Values from the calculation:
2S+1 = 5
Net charge = +2
Frontier orbital gap (spin up / spin down) = 6.36 / 4.08 eV
E = -152517.1666 eV

Cartesian coordinates (Å):
Ru: -0.593 0.192 -1.773
N: -2.819 3.716 -3.406
C: -1.426 3.760 -2.745
C: -0.731 5.068 -2.942
P: -0.383 2.478 -3.439
O: 0.708 3.264 -4.346
O: -1.176 1.592 -4.333
O: 0.465 1.729 -2.389
P: -1.798 3.186 -0.992
O: -0.533 3.666 -0.196
O: -3.138 3.810 -0.785
O: -1.851 1.639 -1.020
H: -2.905 4.501 -4.042
H: -3.581 3.727 -2.664
H: -2.914 2.845 -3.909
H: -0.842 5.325 -4.015
H: 0.327 4.883 -2.840
H: -1.025 5.902 -2.238
H: 1.079 2.547 -4.959
H: -0.097 2.968 0.414
C: 0.407 -2.290 6.204
C: 0.863 -1.697 4.883
C: 0.196 -2.188 3.740
C: 0.367 -1.504 2.553
C: 1.335 -0.503 2.429
C: 2.208 -0.192 3.514
C: 1.875 -0.703 4.741
S: 1.367 0.420 0.898
O: 2.731 0.884 0.617
O: 0.246 1.390 0.991
N: 0.809 -0.497 -0.340
C: 1.675 -1.418 -0.909
C: 2.622 -2.195 -0.164
C: 3.418 -3.176 -0.843
C: 3.365 -3.327 -2.223
C: 2.409 -2.559 -2.998
C: 2.482 -2.439 -4.360
C: 1.635 -1.523 -5.017
C: 0.633 -0.813 -4.342
N: 0.654 -0.921 -2.981
C: 1.592 -1.609 -2.290
H: 0.480 -3.388 6.307
H: -0.608 -2.007 6.279
H: 0.923 -1.829 7.044
H: -0.420 -3.053 3.734
H: -0.279 -1.606 1.667
H: 3.159 0.397 3.299
H: 2.244 -0.388 5.684
H: 2.578 -2.139 0.914
H: 4.122 -3.766 -0.249
H: 4.110 -3.880 -2.806
H: 3.352 -2.817 -4.932
H: 1.651 -1.498 -6.116
H: -0.033 -0.094 -4.785
F: -2.465 -1.713 3.882
As: -3.729 -1.610 5.064
F: -4.912 -1.565 6.367
F: -3.094 -3.119 5.765
F: -4.862 -2.503 4.092
F: -2.643 -0.654 6.142
F: -4.429 -0.114 4.326
O: -2.879 -1.638 -1.523
N: -1.921 -0.952 -1.642

No. 5
A molecular structure, C18H21BBaClF6N9O8S5, computed with wB97M-V/def2-TZVPD.

Values from the calculation:
Net charge = -2
Frontier orbital gap = 6.56 eV
E = -133172.0827 eV

Cartesian coordinates (Å):
Ba: 0.243 -0.180 -0.041
C: -0.051 4.623 1.026
C: -0.659 3.255 1.002
N: -0.358 2.292 1.793
N: 0.421 2.647 2.888
C: 1.526 2.012 3.060
N: 2.248 2.362 4.204
S: 2.269 0.820 2.050
C: -1.758 3.026 0.025
C: -2.837 2.217 0.371
C: -3.905 2.110 -0.505
C: -3.842 2.795 -1.706
C: -2.721 3.571 -1.965
N: -1.704 3.713 -1.120
H: 0.468 4.781 0.079
H: 0.639 4.723 1.857
H: -0.834 5.381 1.082
H: 1.671 2.772 4.923
H: 2.858 1.624 4.518
H: -2.838 1.708 1.327
H: -4.755 1.484 -0.276
H: -4.639 2.696 -2.430
H: -2.631 4.106 -2.905
F: 2.249 0.159 -5.301
C: 2.520 0.689 -4.111
F: 3.260 1.786 -4.294
F: 3.241 -0.189 -3.409
S: 0.973 1.156 -3.227
O: 1.430 1.620 -1.931
O: 0.306 2.076 -4.095
N: 0.335 -0.287 -3.104
S: -1.243 -0.463 -2.913
O: -1.454 -1.806 -2.468
O: -1.751 0.614 -2.103
C: -1.986 -0.311 -4.626
F: -2.587 0.856 -4.764
F: -2.835 -1.296 -4.839
F: -1.004 -0.398 -5.534
C: -0.600 -0.467 4.263
N: 0.539 -1.355 4.182
C: 1.614 -1.380 5.043
C: 2.477 -2.297 4.550
N: 1.942 -2.830 3.401
B: 2.615 -3.987 2.559
N: 2.777 -3.444 1.103
C: 3.122 -2.142 0.840
C: 3.003 -1.919 -0.490
N: 2.597 -3.123 -1.050
C: 2.328 -3.340 -2.454
C: 2.478 -4.071 -0.067
S: 2.090 -5.690 -0.324
C: 0.753 -2.240 3.177
S: -0.351 -2.549 1.908
H: -0.511 0.122 5.174
H: -1.523 -1.045 4.277
H: -0.620 0.210 3.409
H: 1.666 -0.740 5.906
H: 3.435 -2.622 4.914
H: 1.917 -4.959 2.562
H: 3.704 -4.170 3.070
H: 3.418 -1.470 1.626
H: 3.257 -1.060 -1.090
H: 3.150 -2.945 -3.053
H: 1.399 -2.852 -2.755
H: 2.236 -4.413 -2.603
O: -6.699 -1.484 -2.525
Cl: -5.836 -0.401 -2.125
O: -6.607 0.825 -2.022
O: -4.792 -0.215 -3.108
O: -5.243 -0.690 -0.837

No. 6
A molecular structure, C18H21BFeN9O5, computed with wB97M-V/def2-TZVPD.

Values from the calculation:
2S+1 = 6
Frontier orbital gap (spin up / spin down) = 9.22 / 5.23 eV
E = -77721.6505 eV

Cartesian coordinates (Å):
Fe: 0.085 -0.553 -0.698
O: 0.621 0.020 -2.917
C: -0.258 -0.172 -4.015
C: -0.606 -1.630 -4.277
N: -1.512 -2.242 -3.324
C: -1.152 -3.479 -2.687
C: 0.099 -3.443 -1.753
O: 0.444 -4.532 -1.355
O: 0.621 -2.301 -1.510
C: -2.774 -1.715 -3.125
C: -3.018 -1.116 -1.561
O: -4.193 -0.977 -1.340
O: -1.978 -0.926 -0.927
H: 1.269 -0.699 -2.918
H: -1.152 0.419 -3.814
H: 0.200 0.215 -4.930
H: -1.086 -1.679 -5.261
H: 0.304 -2.230 -4.319
H: -1.989 -3.824 -2.084
H: -0.924 -4.236 -3.442
H: -2.970 -0.879 -3.792
H: -3.552 -2.473 -3.199
C: 0.297 -2.388 3.199
C: -0.019 -2.396 1.837
N: 0.084 -1.176 1.330
N: 0.485 -0.369 2.337
C: 0.609 -1.074 3.473
B: 0.756 1.096 1.951
N: -0.487 1.642 1.193
C: -1.521 2.299 1.739
C: -2.447 2.551 0.749
C: -1.886 1.982 -0.394
N: -0.701 1.441 -0.129
N: 1.976 1.109 0.992
C: 3.214 1.605 1.172
C: 3.951 1.359 0.035
C: 3.063 0.685 -0.808
N: 1.883 0.535 -0.224
N: 1.023 2.004 3.142
C: 1.312 3.326 3.052
C: 1.247 3.858 4.312
C: 0.884 2.765 5.125
N: 0.739 1.658 4.421
H: 0.297 -3.216 3.884
H: -0.306 -3.219 1.201
H: 0.897 -0.585 4.389
H: -1.523 2.550 2.787
H: -3.389 3.062 0.841
H: -2.287 1.941 -1.394
H: 3.490 2.081 2.096
H: 4.975 1.624 -0.154
H: 3.229 0.300 -1.801
H: 1.527 3.787 2.102
H: 1.427 4.877 4.604
H: 0.722 2.741 6.191

What is the E in the first record?
-63538.2146 eV

What is the E in the fifth record?
-133172.0827 eV

What is the formula in the third record?
C18H21AlBr2ClF2N2O9P2

Among the records above, which one has the lowest E?
C18H21AlBr2ClF2N2O9P2